Model i:
14
Properties=species:S:1:pos:R:3 method="wB97M-V/def2-TZVPD" smiles=CC#CC1CC1 e_lumo_ha=0.042 charge=0
C 2.9408 0.6412 -0.4941
C 1.5430 0.2906 -0.2325
C 0.4191 -0.0190 0.0783
C -0.8551 -0.4216 0.6289
C -2.1181 0.3618 0.3742
C -1.9610 -1.0070 -0.2111
H 3.4491 0.8178 0.4613
H 3.0359 1.5529 -1.0951
H 3.4702 -0.1713 -1.0060
H -0.7602 -0.8391 1.6278
H -2.7905 0.4926 1.2161
H -2.0549 1.2137 -0.2953
H -2.5247 -1.8249 0.2275
H -1.7937 -1.0878 -1.2798

---

Model ii:
14
Properties=species:S:1:pos:R:3 method="wB97M-V/def2-TZVPD" smiles=C#CC1(C)CC1 e_lumo_ha=0.041 charge=0
C 2.5551 -0.3444 0.6326
C 1.3765 -0.1356 0.4652
C -0.0327 0.1385 0.1943
C -0.2620 1.4625 -0.5547
C -0.8813 -0.8605 -0.5436
C -0.9952 -0.8393 0.9310
H 3.6089 -0.5460 0.6742
H -1.2566 1.8894 -0.3794
H -0.2556 1.1375 -1.6099
H 0.5465 2.1937 -0.4338
H -0.2918 -1.5357 -1.1456
H -1.6955 -0.3378 -1.0455
H -1.9184 -0.5265 1.4264
H -0.4978 -1.6959 1.3888

---

Short version: model ii is the least stable of them.

---

Model i:
9
Properties=species:S:1:pos:R:3 method="wB97M-V/def2-TZVPD" e_lumo_ha=-0.015 charge=0
C -0.6346 0.3116 0.0733
C -1.0958 -0.4103 0.9452
C -1.2891 -1.6320 2.1061
C 1.2507 0.0937 -1.0852
C 0.2463 0.8959 -0.7440
N -2.1283 -0.7439 1.8264
H 2.0808 0.3512 -1.5951
H 1.2954 -0.7865 -0.5457
H 0.2744 1.9203 -0.9810

---

Model ii:
9
Properties=species:S:1:pos:R:3 method="wB97M-V/def2-TZVPD" e_lumo_ha="-0.042 / -0.037" charge=0
C -0.8800 0.3951 0.5211
C -0.9314 1.0422 1.7309
C -0.2037 0.4252 2.6079
C 0.5334 -0.0151 0.1106
C 1.2315 -0.6569 1.3979
N 0.8679 -0.3981 2.5985
H -1.8967 0.0097 -0.0430
H 0.4769 -0.7413 -0.7113
H 1.0906 0.8706 -0.1370

---

Short version: model ii is the least stable of them.

---

Model i:
9
Properties=species:S:1:pos:R:3 method="wB97M-V/def2-TZVPD" e_lumo_ha=-0.027 charge=0
C -0.8553 -0.7059 -0.0791
C -0.8540 -1.9661 0.1894
C 0.0666 0.3974 -0.3000
C -1.2733 0.7779 -0.1523
C 2.3709 -0.2232 -0.0684
N 1.2860 0.3077 -0.1216
H -1.9245 0.8970 -1.0630
H -1.6236 1.0751 0.7336
H 2.8071 -0.5599 0.8614

---

Model ii:
9
Properties=species:S:1:pos:R:3 method="wB97M-V/def2-TZVPD" e_lumo_ha="-0.013 / -0.010" charge=0
C -0.6379 0.9309 -0.0641
C -1.8102 1.3515 0.4418
C -2.6875 0.5564 -0.0764
C -0.2234 -0.5581 0.1893
C -1.5227 -1.1364 -0.0763
N -2.6872 -0.7746 -0.1207
H 0.0112 1.3012 -0.8403
H 0.5339 -0.8074 -0.5492
H 0.1788 -0.8686 1.2482

---

Model iii:
9
Properties=species:S:1:pos:R:3 method="wB97M-V/def2-TZVPD" e_lumo_ha=-0.006 charge=0
C 2.3094 0.1845 -0.3020
C 1.2227 0.2055 0.2071
C -0.1311 0.0241 0.6175
C -0.9942 -0.6193 -0.2199
C -2.0747 0.7745 -0.1003
N -2.4274 -0.4124 -0.0225
H 3.1706 0.5089 -0.7860
H -0.5393 0.4510 1.6507
H -0.5359 -1.1170 -1.0447

---

Model iv:
9
Properties=species:S:1:pos:R:3 method="wB97M-V/def2-TZVPD" e_lumo_ha="-0.006 / -0.006" charge=0
C -2.0171 0.0738 -1.3220
C -0.7340 0.9014 0.9011
C 2.5913 -1.0741 0.3528
C -1.2907 0.6872 -0.5451
C -0.2885 1.6332 -0.0337
N 2.1035 -0.9416 -0.6707
H -2.5830 -0.6340 -1.9453
H -0.7663 0.4772 1.8693
H 2.9848 -1.1232 1.3936

---

Short version: model i is the least stable of them.

---

Model i:
14
Properties=species:S:1:pos:R:3 method="wB97M-V/def2-TZVPD" smiles="[H]/N=N/c1cn[nH]c1C" e_lumo_ha=-0.011 charge=0
H -0.0199 3.0543 -1.4109
N -0.5990 2.1485 -1.1179
N 0.5763 1.5682 -0.6887
C 0.3820 0.3487 -0.2169
C 1.6324 -0.4066 -0.2059
N 1.3431 -1.6657 0.1837
N -0.0050 -1.6072 0.6766
C -0.6941 -0.5327 0.2277
C -2.0658 -0.0108 0.9382
H 2.5358 -0.2031 -0.8504
H -0.4196 -2.7379 0.8317
H -2.9182 0.2403 0.2217
H -2.3115 -0.8131 1.8671
H -1.6017 0.9619 1.5067

---

Model ii:
14
Properties=species:S:1:pos:R:3 method="wB97M-V/def2-TZVPD" smiles="[H]/N=C1/NN=C[C@H]2N[C@H]12" e_lumo_ha=0.026 charge=0
H 0.8646 2.2003 -1.8410
N -0.0696 1.8889 -1.3275
C -0.1871 0.7078 -0.9096
N -1.4731 0.3093 -0.3437
N -1.7039 -0.4988 0.7300
C -0.5563 -0.8560 1.3946
C 0.7378 -0.3238 0.8609
N 1.6772 -1.0815 -0.0306
C 0.5680 -0.4853 -0.6865
H -2.3205 0.9942 -0.4116
H -0.8833 -1.6766 2.0794
H 1.0227 0.6007 1.2723
H 2.6107 -0.5359 0.0236
H -0.2873 -1.2433 -0.8102

---

Model iii:
14
Properties=species:S:1:pos:R:3 method="wB97M-V/def2-TZVPD" e_lumo_ha=0.028 charge=0
C -0.7919 1.1246 0.6456
C -1.5814 -0.2039 0.6500
C 1.7354 -1.2526 -0.4369
C 0.3815 0.2119 0.2220
H -0.9574 1.5145 -1.3068
H -0.2782 2.9168 -0.4289
H -0.6566 1.6603 1.6714
H -1.7407 -0.6035 1.6259
H -2.4284 -0.4198 -0.0466
H 2.6504 -1.6706 -0.5514
N -1.2010 2.1560 -0.4213
N -0.2577 -0.9065 -0.0781
N 0.5227 -1.8009 -0.4867
N 1.6431 0.1688 -0.0778

---

Model iv:
14
Properties=species:S:1:pos:R:3 method="wB97M-V/def2-TZVPD" e_lumo_ha=0.034 charge=0
C -0.1691 -1.3093 0.7511
C 0.7595 0.2164 0.0226
C 0.8158 1.6193 -0.5838
C -0.5978 1.4014 -1.0519
H 0.6788 -3.0060 1.5849
H -0.8626 -3.4972 0.7785
H 1.0081 2.6164 0.0461
H 1.5656 1.9787 -1.4144
H -1.1958 2.1057 -0.2416
H -1.0451 1.7570 -2.0708
N -0.2259 -2.6518 1.2339
N 1.0441 -0.6351 0.9622
N -0.5233 0.1280 -0.3260
N -1.2523 -0.7233 0.3090

---

Short version: model ii is the least stable of them.

---

Model i:
14
Properties=species:S:1:pos:R:3 method="wB97M-V/def2-TZVPD" e_lumo_ha=0.024 charge=0
H 1.4763 -1.8038 2.3960
N 2.1229 -0.9388 2.3823
N 2.0030 -0.2062 1.4226
C 0.9431 -0.3210 0.5292
C 0.0653 -1.2899 0.2131
N -0.9039 -0.7514 -0.5438
C -0.7529 0.6520 -0.8209
N -1.3890 1.4525 -1.7733
C 0.5590 0.8641 -0.1194
H -0.0223 -2.3548 0.5931
H -1.5845 -1.5099 -0.9394
H -2.3489 1.9496 -1.3413
H -0.8497 2.2856 -2.1552
H 0.6815 1.9720 0.1570

---

Model ii:
14
Properties=species:S:1:pos:R:3 method="wB97M-V/def2-TZVPD" smiles=Nc1nccnc1N e_lumo_ha=0.037 charge=0
N -1.7662 0.2480 1.2026
C -0.6603 0.3720 0.3462
N -0.5098 1.4307 -0.3903
C 0.5740 1.4532 -1.0931
C 1.5155 0.3841 -1.1099
N 1.3175 -0.7786 -0.4683
C 0.1776 -0.7821 0.2212
N -0.1991 -1.9203 0.9027
H -2.4542 0.9701 1.0214
H -2.2159 -0.6622 1.0980
H 0.7853 2.3005 -1.7358
H 2.4257 0.4300 -1.7416
H 0.3187 -2.7021 0.5718
H -0.3969 -1.7580 1.8726

---

Short version: model i is the least stable of them.

---

Model i:
14
Properties=species:S:1:pos:R:3 method="wB97M-V/def2-TZVPD" e_lumo_ha=-0.061 charge=0
H 3.8308 -0.2213 0.4598
N 3.0434 -0.8747 0.1417
C 1.9460 -0.1898 0.0455
C 1.4680 1.1818 -0.0885
N 0.1608 1.2590 -0.2200
C -0.2394 -0.0990 -0.3036
C -1.6642 -0.6056 -0.5167
N -2.6527 -0.0987 0.4916
N 0.7671 -0.9186 -0.1025
H 2.0582 2.0947 0.0430
H -1.5761 -1.6915 -0.3479
H -2.0919 -0.4291 -1.5404
H -2.3410 -0.3147 1.4634
H -2.7091 0.9076 0.4746

---

Model ii:
14
Properties=species:S:1:pos:R:3 method="wB97M-V/def2-TZVPD" e_lumo_ha=0.020 charge=0
H 0.2225 -0.0019 -2.2414
N -0.3997 0.6636 -1.7720
C -0.2615 0.5878 -0.4807
N -0.5563 1.6991 0.2843
C 0.6431 -0.4715 0.1587
N 2.0060 -0.2752 0.1525
C -0.0907 -1.4895 0.5927
C -1.5779 -1.2688 0.3257
N -2.7263 -1.4334 0.3457
H -0.7406 1.5181 1.2643
H -1.3021 2.2369 -0.1483
H 2.2944 0.2476 0.9797
H 2.2705 0.3413 -0.6185
H 0.2187 -2.3542 1.1572

---

Model iii:
14
Properties=species:S:1:pos:R:3 method="wB97M-V/def2-TZVPD" smiles="C=C1N=CNNC=N1" e_lumo_ha=0.016 charge=0
C 2.6257 -0.0069 -0.0408
C 1.2854 0.0110 -0.0223
N 0.6702 1.2859 0.0035
C -0.6132 1.5021 0.0022
N -1.7044 0.7123 -0.0838
N -1.6797 -0.7316 -0.0764
C -0.5770 -1.4934 0.0228
N 0.6653 -1.2450 0.0045
H 3.1640 -0.9659 -0.0969
H 3.1540 0.9636 -0.0042
H -0.8983 2.5601 0.0348
H -2.6121 1.0770 0.1311
H -2.5869 -1.1208 0.1495
H -0.8930 -2.5485 -0.0241

---

Short version: model iii is the least stable of them.

---

Model i:
14
Properties=species:S:1:pos:R:3 method="wB97M-V/def2-TZVPD" smiles="N#CNCCN=C=N" e_lumo_ha=0.024 charge=0
N -2.5492 1.0310 -0.6233
C -1.9815 0.2381 -0.0114
N -1.4307 -0.8367 0.5296
C -0.1155 -1.1777 -0.1271
C 1.0182 -0.5529 0.7983
N 1.6801 0.5837 0.1841
C 1.1096 1.4024 -0.5507
N 0.6676 2.3604 -1.1022
H -1.5082 -1.1068 1.4974
H -0.0609 -0.8336 -1.1300
H -0.1017 -2.2891 -0.1197
H 0.4837 -0.4037 1.7364
H 1.8414 -1.2816 0.9489
H 0.9470 2.8665 -2.0303

---

Model ii:
14
Properties=species:S:1:pos:R:3 method="wB97M-V/def2-TZVPD" smiles=N[C@H]1Cn2ncnc21 e_lumo_ha=0.020 charge=0
N 2.1570 -0.4132 -0.6063
C 0.9248 -0.2564 0.3541
C 0.4783 1.0865 0.0698
N -0.7799 0.6772 -0.2306
N -2.2304 0.9156 -0.3130
C -2.7649 -0.3086 -0.0473
N -1.7299 -1.3102 -0.0289
C -0.6222 -0.7038 -0.1122
H 2.9844 -0.2970 -0.0898
H 2.3843 -1.5777 -0.3261
H 1.0630 -0.4031 1.4059
H 0.6597 1.5668 1.0829
H 1.3373 1.4739 -0.7358
H -3.8613 -0.4501 -0.4227

---

Short version: model ii is the least stable of them.